Entry 1:
Formula: C41H91BrNO14S2
Source: the Open Molecules 2025 dataset
Level of theory: ωB97M-V with the def2-TZVPD basis set

Cartesian coordinates (Å):
C (2.1356, -4.9158, 0.0765)
O (1.7059, -4.1619, 1.2140)
C (2.4425, -2.9634, 1.3968)
C (1.8529, -2.2164, 2.5967)
C (1.3551, -0.8435, 2.1755)
C (0.0919, -0.9458, 1.2999)
C (0.1395, 0.0449, 0.1514)
C (-0.8979, -0.2103, -0.9646)
C (-0.3335, -1.2470, -1.9573)
C (-1.1643, -1.7331, -3.1566)
Br (-2.3677, -0.2152, -3.7681)
C (-2.1891, -2.8512, -2.8129)
C (-1.6327, -4.0212, -1.9879)
C (-1.9742, -3.7716, -0.5073)
S (-3.5601, -4.5955, -0.1295)
C (-3.5648, -4.9558, 1.6256)
S (-3.4215, -6.5150, 2.0903)
N (-3.7413, -3.9921, 2.6083)
C (-5.0423, -4.0640, 3.3011)
C (-5.7530, -2.7243, 3.3231)
O (-5.7946, -2.0791, 2.0798)
C (-4.5070, -1.8509, 1.5141)
C (-3.4044, -2.6203, 2.2214)
H (1.2521, -5.2126, -0.4769)
H (2.8125, -4.3315, -0.5380)
H (2.6556, -5.8045, 0.4283)
H (3.4983, -3.2048, 1.5521)
H (2.3694, -2.3238, 0.5128)
H (2.6424, -2.1129, 3.3349)
H (1.0361, -2.8152, 2.9869)
H (1.1832, -0.2426, 3.0663)
H (2.1309, -0.3408, 1.6055)
H (-0.7351, -0.6939, 1.9510)
H (0.0099, -1.9632, 0.9383)
H (0.0775, 1.0578, 0.5425)
H (1.1072, -0.0805, -0.3308)
H (-1.0350, 0.7467, -1.4497)
H (-1.8687, -0.4823, -0.5482)
H (0.5373, -0.7478, -2.3864)
H (0.0569, -2.0821, -1.3732)
H (-3.1118, -2.4820, -2.3396)
H (-2.5048, -3.2574, -3.7731)
H (-2.0691, -4.9826, -2.2458)
H (-0.5553, -4.1280, -2.0655)
H (-2.1095, -2.7066, -0.3884)
H (-1.1768, -4.0672, 0.1717)
H (-4.8754, -4.3305, 4.3464)
H (-5.6637, -4.8500, 2.8964)
H (-5.3370, -2.0834, 4.1035)
H (-6.7849, -2.9014, 3.6071)
H (-4.2446, -0.7913, 1.5625)
H (-4.5761, -2.0867, 0.4626)
H (-2.4909, -2.6133, 1.6610)
H (-3.1819, -2.0931, 3.1475)
C (-1.3226, 6.6593, -5.0439)
O (-2.3343, 5.8136, -4.5367)
C (-2.3446, 4.5239, -5.1500)
C (-1.6945, 3.4795, -4.2726)
O (-0.3049, 3.7378, -4.1034)
C (-0.0116, 4.3322, -2.8540)
H (-1.2363, 7.5134, -4.3714)
H (-0.3577, 6.1486, -5.0920)
H (-1.5912, 7.0253, -6.0420)
H (-1.8584, 4.5642, -6.1292)
H (-3.3919, 4.2471, -5.3039)
H (-1.7890, 2.5020, -4.7505)
H (-2.1947, 3.4240, -3.3017)
H (-0.0919, 3.5896, -2.0528)
H (-0.6778, 5.1724, -2.6380)
H (1.0165, 4.6964, -2.8896)
C (5.9267, 8.0004, -0.7758)
O (5.9818, 7.4346, -2.0721)
C (5.7665, 6.0301, -2.0799)
C (4.3558, 5.6772, -2.4954)
O (3.4014, 6.1230, -1.5441)
C (2.7378, 7.3132, -1.9287)
H (5.8738, 9.0822, -0.8897)
H (5.0477, 7.6604, -0.2236)
H (6.8311, 7.7506, -0.2096)
H (5.9911, 5.6012, -1.0987)
H (6.4648, 5.6000, -2.8045)
H (4.2684, 4.5881, -2.5546)
H (4.1351, 6.0872, -3.4853)
H (2.0142, 7.1017, -2.7239)
H (3.4377, 8.0803, -2.2691)
H (2.2005, 7.6897, -1.0592)
C (1.6061, -6.5476, -7.5153)
O (1.5838, -5.1557, -7.7540)
C (0.2859, -4.5853, -7.6034)
C (0.1150, -3.8918, -6.2701)
O (0.1551, -4.8066, -5.1940)
C (1.3956, -4.8174, -4.5179)
H (2.6488, -6.8521, -7.4274)
H (1.0844, -6.8066, -6.5908)
H (1.1514, -7.0896, -8.3538)
H (-0.4845, -5.3523, -7.7339)
H (0.1666, -3.8465, -8.4019)
H (-0.8692, -3.4156, -6.2395)
H (0.8659, -3.1088, -6.1401)
H (1.5013, -3.9142, -3.9060)
H (2.2373, -4.8912, -5.2132)
H (1.4043, -5.6891, -3.8620)
C (5.0612, 3.4686, 3.0916)
O (5.1184, 3.1546, 4.4733)
C (3.8924, 2.6506, 4.9816)
C (3.9157, 1.1440, 5.1163)
O (4.0046, 0.5086, 3.8525)
C (5.3081, 0.0502, 3.5454)
H (6.0823, 3.6242, 2.7464)
H (4.6117, 2.6600, 2.5113)
H (4.4918, 4.3903, 2.9313)
H (3.0564, 2.9605, 4.3477)
H (3.7467, 3.0912, 5.9733)
H (2.9769, 0.8188, 5.5769)
H (4.7376, 0.8292, 5.7669)
H (5.5470, -0.8448, 4.1311)
H (6.0622, 0.8186, 3.7321)
H (5.3240, -0.2103, 2.4879)
C (-4.1163, 5.5485, -1.7887)
O (-3.1133, 5.1495, -0.8631)
C (-2.3345, 6.2258, -0.3779)
C (-2.7667, 6.6502, 1.0086)
O (-4.0747, 7.2036, 1.0110)
C (-5.0633, 6.2911, 1.4536)
H (-4.7926, 4.7053, -1.9255)
H (-4.6912, 6.4028, -1.4205)
H (-3.6608, 5.7974, -2.7499)
H (-2.3746, 7.0752, -1.0679)
H (-1.2961, 5.8788, -0.3289)
H (-2.0867, 7.4300, 1.3684)
H (-2.7056, 5.8034, 1.6987)
H (-4.9985, 6.1530, 2.5389)
H (-4.9695, 5.3225, 0.9580)
H (-6.0363, 6.7168, 1.2125)
C (-0.9883, -4.2759, 5.3525)
O (-1.9522, -5.1197, 5.9600)
C (-1.9269, -6.4461, 5.4485)
C (-1.2215, -7.3966, 6.3901)
O (0.1635, -7.0979, 6.5134)
C (0.4772, -6.3889, 7.6952)
H (-0.9221, -3.3658, 5.9488)
H (-0.0028, -4.7464, 5.3155)
H (-1.3032, -4.0109, 4.3367)
H (-1.4655, -6.4662, 4.4589)
H (-2.9656, -6.7676, 5.3360)
H (-1.2957, -8.4109, 5.9856)
H (-1.7043, -7.3877, 7.3729)
H (0.4293, -7.0535, 8.5663)
H (-0.1953, -5.5414, 7.8484)
H (1.4958, -6.0159, 7.5958)

The calculation puts the HOMO energy at -2.386 eV. For the HOMO-LUMO gap, the calculation gives 4.3 eV. The maximum force is 1.785 eV/A. Its net charge is -1.

---

Entry 2:
Formula: CH3NO2
Source: the Open Molecules 2025 dataset
Level of theory: ωB97M-V with the def2-TZVPD basis set

Cartesian coordinates (Å):
C (-0.2656, -0.1666, -0.5229)
N (0.3379, -0.5503, 0.5330)
O (1.0179, -1.5771, 0.9136)
O (-0.9246, 0.9690, -0.6483)
H (-0.0828, -0.7533, -1.4745)
H (0.4816, 0.3272, 1.2685)
H (-0.5644, 1.7511, -0.0694)

The calculation puts the HOMO energy at -8.567 eV. For the HOMO-LUMO gap, the calculation gives 8.7 eV. The maximum force is 5.084 eV/A. The structure (SMILES) is [O-]/[NH+]=C/O. Its net charge is 0.

---

Entry 3:
Formula: C20H28N4O2
Source: the Open Molecules 2025 dataset
Level of theory: ωB97M-V with the def2-TZVPD basis set

Cartesian coordinates (Å):
C (-2.4308, 4.4236, 1.7589)
C (-2.3647, 2.9721, 1.4203)
C (-1.9364, 2.4593, 0.2674)
C (-1.9026, 0.9889, 0.0241)
O (-1.9835, 0.5143, -1.0992)
N (-1.8042, 0.2054, 1.1300)
H (-1.4724, 0.6356, 1.9814)
C (-1.5257, -1.2039, 1.0041)
H (-1.7969, -1.4986, -0.0126)
H (-2.1367, -1.7671, 1.7150)
C (-0.0366, -1.4954, 1.2723)
N (0.8487, -0.6392, 0.5302)
C (1.0560, 0.6383, 0.9432)
N (0.9688, 1.1973, 2.0916)
C (1.5009, 2.5406, 1.9060)
H (2.2301, 2.7541, 2.6906)
H (0.6846, 3.2660, 1.9885)
C (2.1470, 2.5783, 0.4850)
N (1.5057, 1.4186, -0.0964)
C (1.8517, 0.5750, -1.2080)
H (1.6034, 1.0494, -2.1606)
H (2.9177, 0.3001, -1.2108)
C (0.9717, -0.6652, -0.9292)
C (1.5982, -1.9619, -1.4473)
C (0.6478, -3.1277, -1.4220)
C (0.9476, -4.2809, -0.7056)
C (0.0737, -5.3495, -0.6698)
C (-1.1326, -5.2820, -1.3585)
C (-1.4382, -4.1385, -2.0860)
C (-0.5531, -3.0773, -2.1188)
H (-0.8071, -2.2001, -2.6946)
H (-2.3718, -4.0805, -2.6301)
O (-1.9748, -6.3496, -1.2962)
H (-2.7667, -6.1698, -1.8170)
H (0.3061, -6.2439, -0.1143)
H (1.8810, -4.3456, -0.1647)
H (1.9153, -1.7820, -2.4786)
H (2.4848, -2.1911, -0.8528)
H (-0.0135, -0.5181, -1.3923)
C (3.6701, 2.4677, 0.5369)
H (4.0879, 2.4308, -0.4676)
H (3.9579, 1.5667, 1.0753)
H (4.0836, 3.3310, 1.0519)
H (1.8638, 3.4836, -0.0645)
H (0.1792, -2.5380, 1.0333)
H (0.1840, -1.3067, 2.3264)
C (-1.4933, 3.2836, -0.9063)
H (-1.4607, 2.6458, -1.7864)
H (-2.1765, 4.1087, -1.0943)
H (-0.4963, 3.6869, -0.7336)
H (-2.7262, 2.3167, 2.2018)
H (-1.9413, 5.0394, 1.0111)
H (-1.9538, 4.5951, 2.7235)
H (-3.4709, 4.7393, 1.8492)

The calculation puts the HOMO energy at -7.957 eV. For the HOMO-LUMO gap, the calculation gives 8.8 eV. The maximum force is 0.824 eV/A. The structure (SMILES) is C/C=C(\C)C(=O)NCCN1C2=NC[C@@H](C)N2C[C@H]1Cc1ccc(O)cc1. Its net charge is 0.

---

- Look up the maximum force of the third one.
  0.824 eV/A